A cluster of 2 separate species, C4H8O2 in total, computed with wB97M-V/def2-TZVPD.

CARTESIAN COORDINATES (ANGSTROEM)
O: -1.95102 -0.94329 -0.47584
O: 2.79035 -0.46172 0.40407
C: 0.04598 0.23131 0.01728
C: 0.84420 -0.06253 -0.99870
C: -1.22481 -0.26640 0.50294
C: -0.94355 1.24835 0.38587
H: -1.36743 1.76796 -0.46838
H: -1.36680 -0.63675 1.52160
H: 1.44213 0.67786 -1.51758
H: 0.94308 -1.09008 -1.33764
H: 2.62678 -1.40252 0.25417
H: 1.94019 -0.14900 0.76343
H: -2.88434 -0.73987 -0.35875
H: -0.89475 1.82668 1.30752

Values from the calculation:
- Strongest force on any atom: 0.97 eV/Å
- Calculated total energy: -307.57963 hartree
- Relative energy (zero: lowest compared OMol25 entry of this formula, charge and spin): 3.614 eV
- HOMO level: -9.238 eV

Atomic partial charges in e from the Löwdin method, atoms 1 to 4: atom 1 (O): -0.002, atom 2 (O): -0.085, atom 3 (C): -0.289, atom 4 (C): 0.052

The molecule C3H6N2S at a distorted geometry, computed with wB97M-V/def2-TZVPD.

CARTESIAN COORDINATES (ANGSTROEM)
S: -0.53787 0.02408 -2.08737
N: 1.40180 0.25543 0.92732
N: -0.79892 1.16782 1.22933
C: 0.38496 -1.25367 -1.37062
C: -0.50649 -0.54829 -0.40422
C: 0.16640 0.35237 0.61582
H: 1.68526 0.98050 1.60643
H: 1.43009 -1.10734 -1.12371
H: -0.39894 1.91536 1.75304
H: 0.10916 -2.21857 -1.67524
H: -1.51602 1.47409 0.59112
H: -1.41944 -1.04178 -0.06190

Values from the calculation:
- Strongest force on any atom: 1.99 eV/Å
- Calculated total energy: -625.58678 hartree
- Relative energy (zero: lowest compared OMol25 entry of this formula, charge and spin): 0.958 eV
- HOMO level: -8.920 eV

Atomic partial charges in e from the Löwdin method, atoms 1 to 4: atom 1 (S): 0.855, atom 2 (N): 0.126, atom 3 (N): 0.106, atom 4 (C): -0.474

A cluster of 3 separate species, CH10NO2 in total at a distorted geometry, computed with wB97M-V/def2-TZVPD.

CARTESIAN COORDINATES (ANGSTROEM)
O: -1.57836 0.44855 0.88540
O: -1.06736 -2.14618 -1.01662
N: 0.70794 0.18372 -0.23719
C: 1.51933 1.21247 0.58757
H: -0.35352 -2.20857 -1.65729
H: -2.37304 -0.09853 0.77315
H: 0.47909 0.58722 -1.16387
H: -1.61069 -2.92970 -1.15278
H: 1.70787 2.13031 0.03035
H: -0.18692 -0.10956 0.27943
H: 1.29792 -0.63858 -0.32674
H: -1.87146 1.35885 0.75892
H: 2.42273 0.67221 0.84366
H: 0.90646 1.53780 1.39599

Values from the calculation:
- Strongest force on any atom: 1.28 eV/Å
- Calculated total energy: -249.08220 hartree
- Relative energy (zero: lowest compared OMol25 entry of this formula, charge and spin): 0.768 eV
- HOMO level: -15.729 eV
- Charge: +1

Atomic partial charges in e from the Löwdin method, atoms 1 to 4: atom 1 (O): -0.029, atom 2 (O): -0.050, atom 3 (N): 0.103, atom 4 (C): 0.016

A structure of composition C39H31Co2O6Zr at a distorted geometry, computed with wB97M-V/def2-TZVPD.

CARTESIAN COORDINATES (ANGSTROEM)
Zr: 0.64872 1.74388 -3.20966
Co: 0.42368 -0.05919 5.60438
Co: -0.25431 -2.20495 4.67918
O: 0.79078 0.54988 8.44111
O: -0.35208 -2.62228 7.55088
O: 2.29047 -3.65183 4.46870
O: -1.97805 -4.55779 4.45809
O: 0.10601 2.79159 5.19138
O: 3.24038 -0.49803 4.96064
C: -1.30141 3.13814 -3.65939
C: -4.19272 -1.72614 -2.36755
C: 2.73167 -4.53605 0.36473
C: -3.31265 -0.29830 -0.63782
C: -0.27836 2.01085 -5.40889
C: 1.80525 -2.30820 0.21753
C: -0.05703 2.52715 1.69587
C: 2.51253 1.20667 -4.54117
C: -0.25136 -2.14732 6.49062
C: 0.22311 1.64843 5.32414
C: -1.60763 4.09116 0.68789
C: -1.80609 -1.61700 -2.01861
C: 0.38762 3.40427 -0.53048
C: -2.89827 -2.10248 -2.73895
C: 0.75785 2.59744 0.56911
C: 0.62234 0.27767 7.33153
C: -0.66935 -0.54702 4.04803
C: -0.06064 -1.64648 1.77527
C: -1.77684 1.79314 -3.64955
C: -0.78680 4.18250 -0.43204
C: -0.23849 -1.43853 3.07846
C: 1.31849 -3.02628 4.49053
C: 2.56709 0.36857 -2.37247
C: 2.11946 -0.36916 5.21132
C: 1.22278 3.43931 -1.75056
C: -1.17307 1.10250 -4.74643
C: 1.75549 -0.02250 -4.50629
C: -1.25072 3.26094 1.76185
C: -1.31549 -3.61663 4.53957
C: 1.75913 -0.51371 -3.16155
C: 0.89736 -2.59953 1.27166
C: 3.04268 1.42139 -3.22383
C: -2.02527 -0.78851 -0.90309
C: -0.33974 3.27334 -4.72703
C: 2.67238 -3.28569 -0.26431
C: 1.85689 -4.84059 1.40979
C: -4.40839 -0.80539 -1.33453
C: -0.92275 -0.30933 -0.05253
C: 0.92961 -3.89859 1.81922
H: -3.40771 0.51119 0.09924
H: 0.03067 -0.32510 -0.59874
H: 1.88415 -5.81835 1.89202
H: -2.56560 1.39892 -3.00875
H: 2.28675 3.30567 -1.53043
H: 2.87651 0.18793 -1.34337
H: 3.29760 -3.05789 -1.13420
H: -2.52944 4.68072 0.73574
H: -5.04711 -2.11551 -2.91516
H: 1.33672 -0.54371 -5.37041
H: 1.36146 -1.47127 -2.82622
H: 0.27941 1.81935 -6.31611
H: 1.69364 2.03593 0.53129
H: -0.77293 -1.81413 -2.32647
H: -0.74364 -1.00589 0.95480
H: 1.06750 4.34441 -2.35457
H: 0.13232 -4.16746 2.51384
H: -1.65191 3.93271 -3.00905
H: 2.76137 1.79367 -5.42724
H: 0.23777 1.89546 2.53908
H: 3.45943 -5.27486 0.03760
H: 1.81448 -1.30030 -0.19056
H: -5.40598 -0.44354 -1.07900
H: -2.72298 -2.73529 -3.59848
H: -1.52272 0.12435 3.84816
H: -1.42523 0.09208 -5.06330
H: 3.75300 2.20068 -2.94116
H: 0.15326 4.19122 -5.03343
H: -1.04081 4.87070 -1.24325
H: -1.12727 0.70010 0.30557
H: -1.88695 3.19689 2.64781

Values from the calculation:
- Strongest force on any atom: 4.58 eV/Å
- Calculated total energy: -4768.56436 hartree
- Relative energy (zero: lowest compared OMol25 entry of this formula, charge and spin): 4.638 eV
- HOMO level: -2.325 eV
- Charge: -1

Atomic partial charges in e from the Löwdin method, atoms 1 to 4: atom 1 (Zr): 1.431, atom 2 (Co): 0.006, atom 3 (Co): 0.043, atom 4 (O): 0.112

The molecule C3H10N2S at a distorted geometry, computed with wB97M-V/def2-TZVPD.

CARTESIAN COORDINATES (ANGSTROEM)
S: 2.31345 -0.02090 -1.98980
N: -0.20399 -1.58632 0.19661
N: -2.15391 0.65523 0.58993
C: 0.06775 -0.19311 -0.30372
C: 1.60067 -0.00265 -0.30920
C: -0.68460 0.82558 0.51919
H: -0.87211 -2.00213 -0.44769
H: 2.03162 -0.74871 0.34169
H: -2.38976 0.47932 1.56345
H: 1.82439 0.96448 0.13586
H: -0.77413 -1.47585 1.03106
H: -0.21387 -0.15475 -1.34818
H: -0.21212 1.19978 1.43498
H: -2.55825 1.58888 0.52098
H: 2.79592 -1.26059 -1.83868
H: -0.57106 1.73174 -0.09649

Values from the calculation:
- Strongest force on any atom: 2.93 eV/Å
- Calculated total energy: -627.96722 hartree
- Relative energy (zero: lowest compared OMol25 entry of this formula, charge and spin): 0.746 eV
- HOMO level: -8.970 eV

Atomic partial charges in e from the Löwdin method, atoms 1 to 4: atom 1 (S): 0.696, atom 2 (N): 0.030, atom 3 (N): -0.003, atom 4 (C): -0.463